This record from the Open Molecules 2025 dataset describes a structure of composition C43H83Br2ClN3O25. The level of theory is ωB97M-V/def2-TZVPD.

Structure (XYZ):
```
157
Properties=species:S:1:pos:R:3:lowdin_charge:R:1
C -0.2240 -1.8897 2.5093 0.066
C -0.5574 -0.6764 2.0988 -0.108
N 0.1654 0.0484 1.0800 0.082
C 0.8827 1.0547 1.4541 -0.322
O 0.9477 1.4110 2.7200 0.175
C 1.6396 1.6582 0.3590 -0.045
C 1.7582 0.5238 -0.6958 -0.291
C 1.9453 1.3079 -2.0428 -0.116
C 2.7525 0.7000 -3.1951 -0.181
C 2.2377 -0.5949 -3.7972 -0.212
C 3.2699 -1.2227 -4.7591 -0.169
C 4.0855 -2.3699 -4.1431 -0.293
N 3.8895 -3.6111 -4.9065 -0.005
C 3.0261 -0.3239 -0.4119 -0.595
Br 2.9217 -1.4369 1.1885 0.854
C 4.3339 0.5323 -0.3700 -0.727
C 5.4909 -0.2187 -1.0029 -0.140
Br 4.8882 0.9637 1.4597 0.774
C 0.3110 -0.1556 -0.4303 -0.287
C 0.1137 -1.6408 -0.7749 -0.157
C -0.4360 -1.9675 -2.1805 -0.665
C -1.9320 -2.2779 -2.2504 -0.107
Cl 0.4290 -3.4603 -2.7233 0.663
N -0.6701 0.7507 -1.0062 0.026
C -2.0765 0.5370 -0.6181 -0.218
C -2.5641 1.6324 0.3474 -0.055
H -0.5609 -2.2520 3.4720 0.065
H 0.3671 -2.5697 1.9119 0.051
H -1.3762 -0.1727 2.5944 0.125
H 0.6260 2.3123 2.8608 0.166
H 2.5718 2.0999 0.7032 0.101
H 1.0521 2.4753 -0.0718 0.152
H 2.4959 2.2119 -1.7703 0.107
H 0.9996 1.6609 -2.4475 0.118
H 3.8001 0.5660 -2.9282 0.091
H 2.7491 1.4489 -3.9945 0.122
H 1.3067 -0.4231 -4.3398 0.116
H 2.0930 -1.3119 -2.9924 0.048
H 3.9747 -0.4339 -5.0401 0.109
H 2.8001 -1.5622 -5.6802 0.112
H 3.8137 -2.5084 -3.0847 0.091
H 5.1544 -2.1489 -4.1612 0.106
H 4.3894 -4.3668 -4.4493 0.067
H 2.9114 -3.8770 -4.8350 0.051
H 3.1991 -1.0635 -1.1919 0.070
H 4.1582 1.5164 -0.7898 0.078
H 5.6151 -1.1833 -0.5066 0.086
H 6.4201 0.3364 -0.8958 0.080
H 5.3223 -0.4085 -2.0634 0.066
H 1.0690 -2.1491 -0.6690 0.050
H -0.5557 -2.1108 -0.0537 0.096
H -0.2138 -1.1763 -2.8870 0.072
H -2.1375 -3.0021 -3.0346 0.070
H -2.4547 -1.3653 -2.5461 0.068
H -2.3341 -2.6022 -1.2981 0.061
H -0.6083 0.6877 -2.0124 0.106
H -2.7151 0.5785 -1.4991 0.112
H -2.2332 -0.4245 -0.1232 0.084
H -1.7962 2.4037 0.4325 0.069
H -3.5063 2.0814 0.0446 0.065
H -2.7118 1.2455 1.3589 0.058
C -5.7180 2.0800 -4.7680 -0.032
O -6.3525 0.8231 -5.0185 0.016
C -5.9959 -0.1587 -4.2016 -0.630
O -5.2019 -0.0711 -3.2954 0.091
O -6.6592 -1.2541 -4.5440 0.017
C -6.3789 -2.4063 -3.7419 -0.025
H -6.1145 2.7630 -5.5118 0.097
H -5.9588 2.4383 -3.7690 0.095
H -4.6390 1.9932 -4.8813 0.095
H -6.6451 -2.2245 -2.7026 0.095
H -5.3267 -2.6752 -3.8136 0.091
H -6.9932 -3.2031 -4.1475 0.098
C -4.9883 -6.6911 2.4779 -0.015
O -5.1366 -5.6698 1.4787 0.023
C -4.5185 -4.5371 1.7501 -0.615
O -3.8484 -4.2798 2.7176 0.111
O -4.7127 -3.6690 0.7457 0.017
C -4.0088 -2.4494 0.9827 -0.061
H -5.5492 -7.5436 2.1110 0.098
H -3.9406 -6.9591 2.5955 0.094
H -5.3968 -6.3556 3.4283 0.102
H -2.9382 -2.6394 1.0655 0.076
H -4.3773 -1.9620 1.8838 0.103
H -4.1887 -1.7900 0.1352 0.083
C 4.5193 2.7776 4.5775 -0.061
O 5.2821 3.7876 5.2326 0.012
C 5.4956 4.8685 4.4786 -0.625
O 5.0890 5.0236 3.3554 0.115
O 6.2212 5.7297 5.1764 0.013
C 6.5316 6.9467 4.4862 -0.028
H 4.4046 1.9667 5.2906 0.100
H 3.5394 3.1611 4.2951 0.091
H 5.0367 2.4229 3.6877 0.010
H 5.6203 7.4797 4.2242 0.098
H 7.1097 6.7390 3.5885 0.098
H 7.1210 7.5356 5.1809 0.096
C -1.2304 -5.0637 4.2961 -0.034
O -0.1889 -5.5240 5.1599 -0.005
C 0.7994 -4.6495 5.3182 -0.609
O 0.8643 -3.5604 4.7996 0.099
O 1.6983 -5.1743 6.1396 0.010
C 2.8319 -4.3396 6.4078 -0.023
H -1.9737 -5.8504 4.2310 0.091
H -1.6901 -4.1663 4.7049 0.098
H -0.8279 -4.8588 3.3054 0.093
H 2.5185 -3.4108 6.8795 0.098
H 3.3729 -4.1251 5.4887 0.096
H 3.4606 -4.9076 7.0854 0.098
C -1.9683 -11.7559 7.1758 -0.036
O -1.4759 -10.6672 7.9625 0.007
C -1.3706 -9.5153 7.3062 -0.628
O -1.6524 -9.3371 6.1483 0.116
O -0.9052 -8.5948 8.1447 0.013
C -0.7293 -7.3034 7.5491 -0.038
H -1.9962 -12.6117 7.8425 0.094
H -2.9683 -11.5394 6.8057 0.096
H -1.3019 -11.9564 6.3395 0.097
H -1.6784 -6.9260 7.1737 0.096
H -0.0010 -7.3496 6.7478 0.081
H -0.3632 -6.6569 8.3414 0.099
C 3.4050 4.3418 -8.7018 -0.023
O 2.8505 3.8882 -7.4581 0.011
C 3.1294 4.6615 -6.4190 -0.615
O 3.7817 5.6715 -6.4314 0.115
O 2.5569 4.1409 -5.3309 -0.004
C 2.7829 4.9046 -4.1407 -0.029
H 3.0938 3.6148 -9.4444 0.096
H 3.0154 5.3250 -8.9554 0.100
H 4.4905 4.3767 -8.6443 0.100
H 2.3803 5.9116 -4.2296 0.099
H 3.8457 4.9581 -3.9121 0.102
H 2.2646 4.3707 -3.3476 0.078
C 1.4379 11.1494 -2.9771 -0.040
O 2.0293 9.9439 -3.4732 -0.005
C 2.5057 10.0455 -4.7170 -0.631
O 2.4637 11.0308 -5.4026 0.129
O 3.0288 8.8723 -5.0595 -0.002
C 3.5840 8.8297 -6.3845 -0.026
H 1.1004 10.9208 -1.9708 0.091
H 2.1707 11.9529 -2.9502 0.098
H 0.5933 11.4453 -3.5958 0.097
H 4.3877 9.5562 -6.4849 0.100
H 2.8115 9.0382 -7.1227 0.100
H 3.9551 7.8176 -6.5012 0.062
C -7.0826 2.0443 4.8789 -0.029
O -7.6680 1.7731 3.6004 0.015
C -6.8054 1.4414 2.6512 -0.625
O -5.6085 1.3548 2.7779 0.104
O -7.4819 1.2179 1.5263 0.018
C -6.6635 0.8507 0.4185 -0.034
H -7.9106 2.2963 5.5329 0.097
H -6.5643 1.1650 5.2553 0.097
H -6.3918 2.8820 4.8120 0.097
H -6.1239 -0.0713 0.6295 0.083
H -5.9587 1.6438 0.1746 0.086
H -7.3255 0.6943 -0.4276 0.097
```

- net charge = +1
- HOMO energy (eV) = -11.29
- calculated total energy (eV) = -254195.9608

This record from the Open Molecules 2025 dataset describes a structure of composition C29H34CoN7S. The level of theory is ωB97M-V/def2-TZVPD.

Structure (XYZ):
```
72
Properties=species:S:1:pos:R:3:lowdin_charge:R:1
Co 0.2265 -0.2408 -0.1697 0.361
C -2.3430 -3.4304 1.4909 0.026
C -1.5734 -2.4066 0.7348 -0.231
N -0.7446 -1.5615 1.2020 -0.016
N -0.5564 -1.3549 2.5349 0.025
C -0.4807 -0.0425 2.8847 -0.746
N -0.4437 0.2496 4.1765 0.149
S -0.4482 1.1331 1.6797 0.917
C -1.8153 -2.1840 -0.6952 -0.190
C -2.6282 -3.0233 -1.4375 0.027
C -2.8918 -2.7139 -2.7629 -0.001
C -2.3358 -1.5687 -3.2946 0.007
C -1.5295 -0.7750 -2.4935 -0.047
N -1.2655 -1.0603 -1.2181 0.080
H -2.1993 -3.3543 2.5661 0.079
H -2.0303 -4.4299 1.1815 0.114
H -3.4090 -3.3375 1.2841 0.111
H -0.8501 -2.0538 3.2085 0.155
H -0.5881 -0.4391 4.8983 0.131
H -0.3955 1.2167 4.4564 0.123
H -3.0523 -3.9086 -0.9879 0.124
H -3.5243 -3.3558 -3.3594 0.131
H -2.5166 -1.2754 -4.3181 0.128
H -1.0890 0.1298 -2.8833 0.121
C -0.8292 3.4715 -1.9917 -0.045
C 0.1084 3.5406 -3.0097 -0.047
C 1.0145 2.5071 -3.1737 -0.003
C 0.9929 1.4341 -2.2871 -0.212
C 0.0951 1.3853 -1.2084 -0.210
C -0.8434 2.4030 -1.1002 -0.118
C 1.7611 0.2025 -2.4733 -0.189
C 2.7618 0.0235 -3.4543 0.034
C 3.3759 -1.1853 -3.5714 0.036
C 2.9882 -2.2560 -2.7338 -0.138
C 3.5502 -3.5461 -2.8469 -0.001
C 3.1124 -4.5685 -2.0497 -0.046
C 2.0999 -4.3295 -1.1044 -0.052
C 1.5521 -3.0816 -0.9584 -0.035
C 1.9817 -2.0178 -1.7731 -0.179
N 1.4165 -0.7784 -1.6495 0.081
H -1.5617 4.2607 -1.8834 0.119
H 0.1136 4.3826 -3.6871 0.118
H 1.7099 2.5291 -4.0018 0.115
H -1.6084 2.3884 -0.3330 0.072
H 3.0256 0.8510 -4.0944 0.118
H 4.1539 -1.3447 -4.3063 0.134
H 4.3248 -3.7109 -3.5844 0.127
H 3.5369 -5.5573 -2.1431 0.118
H 1.7533 -5.1442 -0.4825 0.115
H 0.7862 -2.9085 -0.2153 0.081
C 6.2502 0.3594 0.6231 -0.051
C 5.3232 0.7115 1.7781 -0.186
N 4.0680 -0.0501 1.7807 -0.065
C 4.0579 -1.3077 2.5267 -0.186
C 4.4050 -2.5316 1.6854 -0.046
C 3.0113 0.3245 1.0436 -0.361
C 3.0489 1.6671 0.3854 0.025
N 1.9342 -0.4090 0.9149 0.071
H 7.1225 1.0106 0.6360 0.089
H 5.7513 0.4857 -0.3375 0.069
H 6.6008 -0.6684 0.6898 0.068
H 5.0956 1.7761 1.7743 0.111
H 5.8132 0.5115 2.7304 0.125
H 3.0779 -1.4209 3.0029 0.113
H 4.7692 -1.2011 3.3451 0.126
H 3.7337 -2.6430 0.8325 0.054
H 4.3407 -3.4324 2.2945 0.087
H 5.4197 -2.4638 1.3007 0.072
H 3.2641 2.4409 1.1219 0.104
H 2.0864 1.8868 -0.0617 0.053
H 3.8206 1.7139 -0.3820 0.099
H 1.9783 -1.2800 1.4269 0.057
```

- net charge = +2
- HOMO energy (eV) = -13.63
- calculated total energy (eV) = -89505.9395